Formula: C43H54BIInN4O7S
Source: the OMol25 dataset
Level of theory: wB97M-V/def2-TZVPD

Last column: Mulliken charge in e.
CARTESIAN COORDINATES (ANGSTROEM)
In 0.05780 0.24210 -0.55342  4.97
C -5.02263 -5.38163 -2.23894  -1.31
C -4.86830 -3.88215 -2.46429  -0.45
N -4.42280 -3.53990 -3.80791  0.73
C -5.37849 -3.66361 -4.90375  -0.74
C -5.13135 -4.87807 -5.79305  -1.28
C -3.17765 -3.07406 -4.11734  0.08
O -2.88377 -2.75143 -5.25708  -0.66
C -2.17031 -3.04267 -3.00234  -0.31
C -1.48595 -4.19992 -2.64348  -0.11
C -0.55813 -4.14488 -1.63104  -1.55
C -0.32720 -2.92794 -1.00725  -0.30
N -1.00261 -1.82277 -1.31448  0.66
C -1.88986 -1.87343 -2.32129  0.29
H -5.31109 -5.57917 -1.20459  0.42
H -4.07985 -5.89481 -2.43761  0.24
H -5.78852 -5.80535 -2.89172  0.32
H -4.16185 -3.47113 -1.74812  0.19
H -5.82539 -3.38258 -2.28949  0.45
H -5.31670 -2.75932 -5.50988  0.33
H -6.37469 -3.71374 -4.45956  0.50
H -4.13833 -4.81280 -6.23544  0.27
H -5.86819 -4.91089 -6.59886  0.43
H -5.20290 -5.80630 -5.22286  0.26
H -1.68034 -5.12742 -3.17032  0.66
H 0.02216 -5.01126 -1.34537  0.42
H 0.39287 -2.83442 -0.20580  0.48
H -2.40103 -0.95143 -2.57197  -0.15
O 0.76261 0.20336 -2.71656  -0.75
S 2.01772 -0.57453 -2.37180  1.05
O 1.89758 -1.96027 -2.79781  -0.71
O 1.96943 -0.54061 -0.81148  -0.71
O 3.21140 0.09103 -2.84042  -0.69
I 0.59906 -1.51760 8.36404  0.02
C 0.49704 -1.06647 6.31597  -0.04
C 0.08047 -2.04564 5.42766  -0.65
C 0.00260 -1.73359 4.07631  -0.20
C 0.34760 -0.46727 3.62478  0.00
C 0.78342 0.49302 4.52928  -0.21
C 0.85224 0.20326 5.88518  -0.61
C 0.25846 -0.12427 2.15865  0.41
O 0.76337 0.94195 1.75870  -0.74
O -0.33252 -0.94994 1.38984  -0.77
H -0.18017 -3.03368 5.78149  0.39
H -0.33326 -2.46978 3.35768  0.43
H 1.07772 1.46440 4.14927  0.50
H 1.17872 0.95386 6.59254  0.39
C -4.02213 -0.29423 1.17982  -1.69
C -4.07496 1.04658 0.43991  2.42
C -5.22716 1.91692 0.94826  -1.90
C -4.16819 0.86272 -1.06650  1.02
C -5.18593 0.07642 -1.59662  -0.28
C -5.32145 -0.08838 -2.96550  -1.25
C -4.41724 0.50823 -3.82959  0.42
C -3.38716 1.30903 -3.34538  -0.13
C -2.37618 1.90252 -4.31260  0.91
C -1.52230 0.79301 -4.93970  -1.09
C -3.06070 2.75460 -5.38448  -1.80
C -3.28874 1.49329 -1.95914  -0.82
N -2.31557 2.38919 -1.43789  0.61
B -1.09460 2.14374 -0.71662  -2.10
N -0.69051 3.46113 -0.29419  0.70
C -1.57724 4.40336 -0.81857  -1.28
C -2.54810 3.77018 -1.49908  -0.89
C 0.18801 3.86085 0.76273  0.28
C 1.56219 3.99014 0.57686  -0.04
C 2.32084 4.39103 1.68144  -0.80
C 1.75105 4.64990 2.91241  -1.53
C 0.37772 4.52265 3.07025  -0.39
C -0.41853 4.13238 2.00549  0.63
C -1.92822 4.04379 2.20185  2.27
C -2.32381 3.04648 3.29084  -1.41
C -2.51665 5.42586 2.49830  -1.88
C 2.35933 3.70063 -0.69527  0.62
C 1.61125 3.66349 -2.02934  -1.39
C 3.15251 2.39823 -0.50379  -1.63
H -3.82257 -0.12920 2.24168  0.50
H -3.21944 -0.92388 0.79211  0.21
H -4.96846 -0.83692 1.09244  0.36
H -3.14669 1.56994 0.66106  -1.35
H -6.19407 1.48479 0.67414  0.35
H -5.17217 2.92340 0.52471  0.38
H -5.18738 2.00085 2.03777  0.46
H -5.89149 -0.40388 -0.92698  0.42
H -6.13008 -0.69239 -3.35846  0.41
H -4.50178 0.34096 -4.89748  0.26
H -1.70628 2.55132 -3.75013  -0.27
H -2.14367 0.03264 -5.42051  0.21
H -0.90395 0.30158 -4.18561  -0.02
H -0.85078 1.21698 -5.69142  0.52
H -3.68785 2.14365 -6.03928  0.33
H -2.30937 3.24665 -6.00642  0.48
H -3.69132 3.52604 -4.93493  0.37
H -1.44655 5.45973 -0.64161  0.55
H -3.40674 4.17697 -2.01125  0.47
H 3.39295 4.49982 1.55530  0.41
H 2.37111 4.95718 3.74625  0.39
H -0.07615 4.73559 4.03293  0.34
H -2.37952 3.69131 1.27639  -1.01
H -1.89936 3.31452 4.26190  0.41
H -1.97835 2.04590 3.03497  0.11
H -3.41275 3.01775 3.39739  0.36
H -2.15043 5.81026 3.45434  0.36
H -3.60771 5.37422 2.54770  0.45
H -2.24432 6.14255 1.72066  0.36
H 3.07785 4.52327 -0.76266  0.58
H 1.03226 2.74870 -2.15306  0.05
H 2.34881 3.67733 -2.83504  0.48
H 0.95039 4.52279 -2.15694  0.34
H 2.49137 1.57372 -0.23639  0.29
H 3.88923 2.49686 0.29504  0.43
H 3.66132 2.10932 -1.42405  0.48

Total energy in hartree: -3327.84202
ΔE to the lowest compared entry with this formula, charge and spin in kcal per mole: 0.0
Charge: -1